C40H77Br2F17N9O9P3S2 | wB97M-V/def2-TZVPD

XYZ file:
```
159
Properties=species:S:1:pos:R:3:forces:R:3:lowdin_charge:R:1
C 0.1648 2.2690 -6.4562 -0.249 -0.098 0.227 0.04
C -0.5922 2.1512 -5.3300 -0.084 0.059 -0.253 -0.15
C -0.5847 3.1556 -4.1887 -0.993 0.064 -1.034 -0.20
C -1.8022 4.1280 -4.2610 -0.251 0.663 -0.591 -0.34
C -2.6258 3.9392 -5.5309 -0.189 0.398 0.624 -0.19
S -4.0309 5.0394 -5.6458 -0.177 -0.103 -1.487 0.68
O -4.8922 4.4430 -6.6355 -0.068 -0.092 0.343 -0.35
O -3.6094 6.3908 -5.8471 -0.016 0.025 0.571 -0.31
O -1.3128 5.4817 -4.3266 0.456 -0.390 0.671 -0.30
S -0.7186 6.0859 -2.9288 -0.516 0.754 0.037 0.97
O -1.7308 6.9967 -2.4566 0.347 -0.303 0.029 -0.34
O -0.9174 4.8045 -1.8636 0.104 -0.246 -0.793 -0.29
C -0.0719 3.6558 -1.7631 0.222 -1.164 0.660 -0.33
C 1.4031 4.0132 -1.4202 -0.258 0.636 0.281 -0.57
Br 1.2863 4.5701 0.4902 -0.038 -0.047 0.031 0.84
C 2.1854 5.1545 -2.0723 0.793 0.219 0.659 -0.78
C 3.5247 5.4033 -1.3432 0.394 -0.116 -0.585 -0.20
Br 2.6413 4.7935 -3.9351 -0.329 -0.028 -0.161 0.82
C -0.4383 2.4727 -2.7744 -0.392 1.252 -0.505 -0.18
C -1.8482 1.9598 -2.3917 0.105 -0.382 0.231 -0.09
C -1.9890 0.8311 -1.3644 -0.679 0.004 0.443 -0.14
C -2.2745 -0.5485 -1.9461 -0.367 0.188 -0.262 -0.24
O -2.3460 -1.4852 -0.8985 0.091 -0.250 -0.198 -0.17
C -1.4286 -2.5641 -0.9629 -0.066 -0.029 0.118 -0.09
C 0.6286 1.3440 -2.8415 0.002 -0.040 -0.583 -0.32
F 1.6933 1.8041 -3.5470 0.140 0.112 0.414 0.09
F 0.1535 0.3124 -3.5947 -0.106 0.152 0.072 0.11
C 1.1614 0.5915 -1.5458 0.006 -0.511 0.142 -0.29
F 0.5034 -0.5883 -1.4764 0.321 0.265 0.166 0.12
F 0.9127 1.2300 -0.3815 0.164 0.503 -0.193 0.12
C 2.6739 0.1852 -1.5591 -0.050 -0.243 -0.364 -0.32
F 3.5014 1.1685 -1.9638 -0.146 0.051 0.404 0.15
F 2.7854 -0.8267 -2.4430 -0.093 0.247 -0.028 0.17
C 3.2058 -0.3747 -0.1869 0.729 -0.484 -0.306 -0.33
F 2.2783 -1.0865 0.4583 -0.553 0.341 0.105 0.17
F 4.1798 -1.2482 -0.5264 0.057 0.012 0.080 0.16
C 3.8999 0.6588 0.7490 0.256 0.040 0.208 -0.33
F 5.1342 0.8475 0.2639 0.087 0.008 -0.168 0.16
F 3.2879 1.8559 0.7206 -0.385 0.018 0.124 0.13
C 4.0715 0.2022 2.2538 0.321 0.397 0.175 -0.32
F 4.0787 -1.1314 2.3727 -0.221 -0.079 -0.268 0.17
F 5.2969 0.6329 2.6235 -0.075 0.070 0.049 0.15
C 3.1236 0.8025 3.3542 -0.102 -0.892 0.001 -0.36
F 3.3703 2.0905 3.5210 0.000 0.760 -0.312 0.19
F 3.4951 0.1772 4.4856 0.232 -0.333 0.257 0.16
C 1.5863 0.5802 3.2706 0.839 0.278 0.762 -0.62
F 1.2869 -0.6624 2.9853 -0.095 -1.030 -0.507 0.20
F 1.0958 0.8478 4.4637 -0.356 0.213 1.064 0.20
F 1.0226 1.3979 2.4340 -0.498 0.743 -1.427 0.20
H 0.8937 1.5026 -6.7179 -1.354 -0.852 -1.034 0.07
H 0.0671 3.1071 -7.1482 1.399 0.910 1.025 0.07
H -1.2735 1.3068 -5.2292 1.270 -0.915 0.738 0.12
H 0.3125 3.7408 -4.3706 -0.164 0.240 0.096 0.06
H -2.5096 4.1251 -3.4358 0.190 -0.471 0.195 0.12
H -3.0888 2.9524 -5.5456 0.261 -0.081 -0.258 0.12
H -2.0658 4.1839 -6.4336 0.016 -0.304 -0.050 0.12
H -4.6503 4.8677 -4.4529 0.138 0.213 0.262 0.09
H -0.4322 3.2066 -0.8350 0.097 0.213 0.053 0.10
H 2.0577 3.1523 -1.3776 -0.114 -0.233 -0.143 0.06
H 1.6575 6.1014 -2.0323 -0.277 -0.215 -0.325 0.05
H 3.9091 4.4930 -0.8784 -0.107 0.103 0.176 0.07
H 3.4409 6.2203 -0.6306 -0.085 -0.256 0.224 0.07
H 4.2794 5.7013 -2.0716 -0.082 0.092 0.040 0.05
H -2.3691 1.6611 -3.3086 0.082 -0.122 0.018 0.13
H -2.4172 2.8082 -2.0146 0.203 0.088 0.007 0.12
H -1.2036 0.7682 -0.6125 0.021 0.127 -0.246 0.11
H -2.8869 1.0495 -0.7757 0.132 0.075 0.048 0.13
H -3.2679 -0.4960 -2.4159 0.068 -0.052 -0.033 0.13
H -1.5794 -0.8339 -2.7389 0.082 -0.111 0.251 0.10
H -1.9103 -3.4357 -0.5302 -0.092 -0.047 0.141 0.08
H -0.5275 -2.3389 -0.3851 -0.022 -0.106 -0.065 0.07
H -1.1522 -2.8074 -1.9941 0.010 0.094 0.026 0.09
O -3.3878 -3.2735 2.4347 2.499 -0.190 -0.404 -0.29
P -3.1568 -3.1570 3.8925 -3.709 0.642 2.259 0.61
N -3.7143 -4.5951 4.5727 0.122 0.026 -0.456 -0.30
C -4.4301 -4.7449 5.8208 0.306 -0.016 0.351 -0.13
C -3.4143 -5.8425 3.8937 -0.129 -0.075 -0.257 -0.12
N -4.1466 -1.8144 4.3372 0.122 -0.259 0.143 -0.31
C -5.4421 -2.0160 4.9640 -0.046 -0.041 0.133 -0.12
C -4.2117 -0.7917 3.2981 0.015 0.031 -0.139 -0.14
N -1.9539 -2.8100 5.0317 1.583 0.077 -1.338 -0.28
C -0.7885 -3.7230 4.9659 -0.256 -0.291 0.138 -0.11
C -1.5461 -1.4050 5.2513 -0.279 0.087 0.007 -0.11
H -4.0816 -4.0371 6.5755 0.007 0.037 -0.054 0.08
H -4.2600 -5.7442 6.2275 0.085 -0.009 -0.041 0.08
H -5.5087 -4.6187 5.6921 0.023 -0.059 0.026 0.07
H -2.6149 -6.3947 4.4049 -0.065 -0.021 0.045 0.08
H -3.0907 -5.6539 2.8712 -0.026 0.077 0.008 0.07
H -4.2954 -6.4894 3.8442 -0.016 0.026 0.021 0.07
H -6.1094 -2.6670 4.3815 -0.020 0.051 0.016 0.09
H -5.9331 -1.0485 5.0794 0.018 0.032 -0.113 0.08
H -5.3390 -2.4205 5.9692 -0.011 -0.004 -0.072 0.06
H -4.9246 -1.0371 2.5028 0.024 -0.006 -0.010 0.08
H -3.2381 -0.6489 2.8281 -0.036 -0.040 -0.023 0.07
H -4.5021 0.1595 3.7521 -0.030 -0.037 0.042 0.08
H -1.0724 -4.7075 5.3415 -0.059 -0.012 -0.091 0.07
H 0.0110 -3.3586 5.6055 -0.036 0.081 0.031 0.07
H -0.3873 -3.8426 3.9553 0.061 0.057 -0.002 0.08
H -2.2683 -0.9207 5.9026 -0.123 0.039 -0.115 0.08
H -1.4688 -0.8264 4.3291 0.067 0.032 0.002 0.07
H -0.5827 -1.3623 5.7563 0.052 -0.205 -0.081 0.07
O 9.7104 5.6224 0.7137 1.345 -0.093 1.839 -0.28
P 10.0000 4.2189 0.3505 -2.115 -1.293 -3.263 0.59
N 10.9802 4.2537 -1.0158 -0.075 0.325 0.285 -0.31
C 10.9225 3.3515 -2.1445 0.236 -0.388 0.090 -0.13
C 12.0423 5.2424 -1.0794 -0.038 0.296 -0.021 -0.12
N 8.4350 3.5659 0.0055 0.245 -0.130 -0.200 -0.31
C 7.9873 3.3809 -1.3637 0.058 -0.126 -0.117 -0.13
C 7.3794 4.1428 0.8261 -0.081 0.161 0.060 -0.14
N 10.5770 2.7849 1.0364 0.538 0.829 1.701 -0.29
C 11.9546 2.8899 1.5712 0.112 0.047 -0.394 -0.11
C 9.6900 2.0098 1.9292 -0.119 -0.022 -0.149 -0.11
H 10.6709 2.3340 -1.8374 -0.032 0.039 0.041 0.08
H 11.9003 3.2994 -2.6277 0.046 0.024 0.081 0.08
H 10.1993 3.6814 -2.8958 0.073 -0.012 -0.020 0.07
H 13.0234 4.7857 -0.8950 -0.018 -0.019 -0.081 0.08
H 11.8870 6.0190 -0.3331 -0.083 -0.025 0.014 0.07
H 12.0714 5.7304 -2.0572 -0.034 -0.018 -0.015 0.08
H 8.0381 4.3044 -1.9585 -0.053 -0.046 -0.033 0.09
H 6.9515 3.0340 -1.3638 -0.038 0.103 0.122 0.07
H 8.5535 2.5996 -1.8684 0.003 0.103 0.018 0.06
H 7.0406 5.1144 0.4459 -0.009 0.011 0.065 0.08
H 7.7104 4.2904 1.8535 0.027 0.051 -0.043 0.07
H 6.5273 3.4566 0.8533 0.032 -0.029 -0.069 0.07
H 12.6642 2.9545 0.7448 -0.037 0.099 -0.021 0.07
H 12.2075 1.9971 2.1365 -0.079 -0.051 -0.005 0.07
H 12.1027 3.7570 2.2206 -0.013 -0.027 0.077 0.08
H 9.0036 1.4163 1.3317 -0.097 0.099 -0.040 0.08
H 9.1059 2.6268 2.6141 0.037 -0.010 0.071 0.07
H 10.2877 1.3201 2.5221 0.092 0.079 0.004 0.07
O -8.3408 -3.6628 0.7434 0.218 -0.622 2.196 -0.29
P -7.8364 -4.9664 0.2592 -0.114 -0.336 -4.088 0.59
N -6.3081 -4.7122 -0.3768 -0.298 0.365 0.255 -0.30
C -5.7427 -5.3321 -1.5515 0.185 -0.424 0.108 -0.13
C -5.4010 -3.8225 0.3412 -0.064 0.187 -0.066 -0.12
N -8.9867 -5.4056 -0.9606 0.404 -0.066 0.021 -0.32
C -8.6666 -5.2477 -2.3676 0.068 -0.101 -0.095 -0.13
C -10.3370 -4.9459 -0.6671 -0.083 0.103 0.064 -0.15
N -7.6202 -6.5578 0.7974 -0.437 0.381 1.886 -0.28
C -6.7031 -6.6687 1.9551 0.293 0.107 -0.277 -0.12
C -8.7968 -7.4406 0.9274 -0.019 0.032 -0.168 -0.11
H -6.0690 -6.3692 -1.6620 -0.046 0.032 0.022 0.08
H -4.6533 -5.3536 -1.4687 -0.011 0.007 0.096 0.08
H -5.9941 -4.7858 -2.4660 0.076 -0.017 0.014 0.07
H -4.6384 -4.3870 0.8797 0.050 0.004 -0.071 0.05
H -5.9413 -3.2217 1.0692 -0.081 -0.044 -0.019 0.07
H -4.9000 -3.1317 -0.3408 0.023 0.022 -0.048 0.08
H -8.3593 -4.2251 -2.6298 -0.032 -0.025 -0.037 0.09
H -9.5469 -5.4991 -2.9622 -0.068 0.068 0.059 0.08
H -7.8875 -5.9420 -2.6785 -0.033 0.085 0.021 0.06
H -10.4921 -3.8909 -0.9213 -0.002 0.001 0.032 0.08
H -10.5678 -5.0624 0.3913 0.022 0.051 -0.016 0.06
H -11.0518 -5.5534 -1.2288 0.041 -0.006 -0.045 0.08
H -5.6791 -6.4757 1.6302 -0.034 0.120 -0.008 0.07
H -6.7250 -7.6787 2.3574 -0.067 -0.044 -0.055 0.07
H -6.9409 -5.9736 2.7664 -0.038 -0.034 0.050 0.08
H -9.0612 -7.8374 -0.0488 -0.070 0.113 -0.061 0.08
H -9.6747 -6.9463 1.3475 -0.006 -0.029 0.074 0.07
H -8.5468 -8.2855 1.5667 0.073 0.067 0.065 0.07
```
Forces are in eV/Å.

## Properties
F_max: 0.085 hartree/bohr
E_HOMO: -8.2303 eV
E: -310381.6119 eV
LUMO: -0.214 eV
Kohn-Sham gap: 0.2946 Eh
M: 1467.9 Da